Entry 1:
The following is a DFT calculation (ωB97M-V/def2-TZVPD) of a gas-phase ion, C10H12NO2 (charge +1) at a distorted geometry.

```
25
Properties=species:S:1:pos:R:3:lowdin_charge:R:1
C -1.44 1.33 1.85 -0.0329
C -1.17 0.03 1.45 0.0103
C -1.55 2.36 0.94 0.0095
C -0.98 -0.22 0.08 -0.1096
C -1.10 0.86 -0.69 0.2864
C -1.36 2.16 -0.45 -0.2286
C -0.91 -1.66 -0.41 -0.4431
C 1.54 -1.61 -0.41 -0.3091
C -1.44 3.27 -1.43 -0.0114
C 2.08 -1.64 0.99 -0.0537
N 2.41 -2.42 -1.34 0.1933
O -1.92 -2.27 -0.60 0.1941
O 0.27 -2.22 -0.58 0.0433
H -1.60 1.53 2.90 0.1274
H -1.12 -0.79 2.15 0.1404
H -1.78 3.36 1.25 0.1368
H -2.15 4.02 -1.10 0.0954
H -0.47 3.75 -1.53 0.1019
H -1.74 2.90 -2.41 0.0938
H 3.06 -1.18 1.01 0.0852
H 2.16 -2.66 1.39 0.0918
H 1.43 -1.07 1.65 0.0692
H 2.44 -3.42 -1.07 0.1713
H 3.36 -2.04 -1.35 0.1688
H 2.01 -2.38 -2.29 0.1695
```

The frontier orbital gap (spin up / spin down) is 4.49 / 4.49 eV. The calculation puts the energy above the lowest of the compared OMol25 structures with the same formula, charge and spin at 116.6 kcal/mol. The total energy is -593.0364 Eh. Its highest occupied orbital energy (spin up / spin down) is -10.995 / -10.996 eV. The total charge is +1. Its maximum force is 1.99 eV Å⁻¹.

***

Entry 2:
The following is a DFT calculation (ωB97M-V/def2-TZVPD) of a molecular structure, C10H12NO3PtSe2Te2.

```
31
Properties=species:S:1:pos:R:3:lowdin_charge:R:1
Pt -0.78 -1.78 -2.67 0.8140
Se 0.61 0.14 -2.52 0.5262
Te -0.42 1.14 -4.66 0.4389
Te -0.30 3.60 -3.65 0.4204
Se -2.14 3.15 -1.99 0.5738
C 0.93 -1.28 3.99 -0.0302
C 0.62 -0.62 2.68 -0.2343
C 1.35 0.47 2.23 0.0226
C 1.08 1.10 1.01 -0.1911
C 1.93 2.27 0.59 -0.0232
C 0.02 0.62 0.23 -0.1849
C -0.27 1.30 -1.07 -0.6842
O -1.60 1.50 -1.37 -0.6807
C -0.72 -0.49 0.66 -0.2114
C -1.83 -1.07 -0.14 -0.0084
C -0.41 -1.09 1.87 0.0171
H 1.74 -0.77 4.51 0.0820
H 1.21 -2.32 3.84 0.0920
H 0.05 -1.26 4.65 0.0919
H 2.16 0.85 2.84 0.1257
H 2.69 2.47 1.34 0.0879
H 1.33 3.18 0.49 0.0965
H 2.44 2.09 -0.36 0.0899
H 0.32 2.21 -1.16 0.0149
H -2.54 -0.35 -0.54 0.0937
H -2.34 -1.89 0.36 0.1110
H -1.40 -1.65 -1.04 -0.0339
H -0.99 -1.95 2.20 0.1315
O -1.63 -3.56 -3.43 -0.1662
N -0.95 -3.52 -4.46 -0.1199
O -0.19 -2.49 -4.44 -0.2618
```

The frontier orbital gap is 6.59 eV. The calculation puts the energy above the lowest of the compared OMol25 structures with the same formula, charge and spin at 2.0 kcal/mol. The total energy is -6126.5853 Eh. Its highest occupied orbital energy is -11.823 eV. The total charge is +1. Its maximum force is 0.28 eV Å⁻¹.

***

Entry 3:
The following is a DFT calculation (ωB97M-V/def2-TZVPD) of 2 unconnected molecules or ions with the total composition C10H12OS2 at a distorted geometry.

```
25
Properties=species:S:1:pos:R:3:lowdin_charge:R:1
C 2.36 1.29 0.00 -0.0983
C 1.75 0.60 1.07 -0.1188
C 2.62 0.55 -1.18 -0.1055
C 1.60 -0.75 0.95 -0.0503
C 2.46 -0.81 -1.33 -0.0382
C 1.76 -1.46 -0.31 -0.3546
C -1.65 -1.41 0.12 -0.2292
C 1.37 -2.71 -0.25 -0.5862
C -2.76 0.64 1.61 -0.1408
C -1.38 1.24 -0.88 -0.1504
O -3.72 -0.06 -0.87 -0.3817
S 0.42 -3.95 -0.19 0.8034
S -2.46 0.00 -0.17 0.6459
H 2.53 2.39 -0.01 0.1093
H 1.57 1.11 1.99 0.1011
H 3.05 1.13 -2.01 0.1065
H 1.22 -1.33 1.80 0.1216
H 2.41 -1.28 -2.28 0.1059
H -1.45 -1.99 -0.77 -0.0573
H -1.92 1.28 1.93 0.0527
H -3.52 1.38 1.55 0.0339
H -2.92 -0.15 2.35 0.0656
H -1.79 2.20 -0.87 0.0475
H -0.34 1.18 -0.40 0.0763
H -1.22 0.89 -1.85 0.0415
```

The frontier orbital gap (spin up / spin down) is 7.80 / 6.18 eV. The calculation puts the energy above the lowest of the compared OMol25 structures with the same formula, charge and spin at 159.7 kcal/mol. The total energy is -1259.5711 Eh. Its highest occupied orbital energy (spin up / spin down) is -8.500 / -6.654 eV. The total charge is 0. Its maximum force is 4.00 eV Å⁻¹.

***

Entry 4:
The following is a DFT calculation (ωB97M-V/def2-TZVPD) of C10H13Br2Cl3 in the gas phase at a distorted geometry.

```
28
Properties=species:S:1:pos:R:3:lowdin_charge:R:1
C -3.29 1.14 1.92 -0.1846
C -3.07 -0.20 1.25 -0.8471
Cl -2.11 -1.30 2.40 0.6147
C -2.23 0.07 -0.04 -0.0730
C -0.95 -0.46 -0.33 -0.1437
C -0.18 0.09 -1.52 -0.6528
Cl 0.24 -1.34 -2.57 0.6213
C 1.12 0.91 -1.11 -0.8336
C 0.65 1.91 -0.08 -0.1162
Cl 1.76 1.82 -2.54 0.6662
C 2.22 0.08 -0.50 -0.2413
C 3.34 -0.38 -1.06 -0.4678
Br 4.58 -1.84 -0.35 0.5295
C -4.41 -0.94 0.94 -0.5693
Br -5.92 0.27 0.54 0.6499
H -2.31 1.53 2.38 0.1049
H -3.41 1.84 1.12 0.0434
H -4.19 1.23 2.64 0.1058
H -2.80 0.75 -0.69 0.1258
H -0.50 -1.23 0.23 0.0643
H -0.88 0.75 -2.07 0.1043
H -0.39 2.19 -0.34 0.0898
H 1.22 2.82 0.11 0.0911
H 0.49 1.44 0.89 0.0795
H 1.95 -0.31 0.49 0.1163
H 3.68 0.02 -1.99 0.0187
H -4.80 -1.58 1.70 0.0336
H -4.25 -1.61 0.10 0.0701
```

Its structure (SMILES) is C[C@](Cl)(/C=C/[C@H](Cl)[C@](C)(Cl)/C=C/Br)CBr. The frontier orbital gap is 10.19 eV. The calculation puts the energy above the lowest of the compared OMol25 structures with the same formula, charge and spin at 0.0 kcal/mol. The total energy is -6917.3805 Eh. Its highest occupied orbital energy is -9.794 eV. The total charge is 0. Its maximum force is 4.92 eV Å⁻¹.